(1)
A molecular structure, C29H48NOP2Ru in a non-equilibrium geometry. Source: the OMol25 dataset; level of theory: ωB97M-V/def2-TZVPD.

```
82
C29H48NOP2Ru (ωB97M-V/def2-TZVPD)
Ru -0.49 -0.35 1.47
C -0.37 2.46 3.11
C -1.55 1.78 2.75
C -0.06 0.27 3.76
C 0.51 1.56 3.75
C -1.40 0.34 3.13
C -0.15 3.92 3.00
H -0.98 4.43 2.53
H 0.76 4.12 2.44
H -0.01 4.36 3.99
C 1.78 1.94 4.44
H 1.99 3.02 4.35
H 2.62 1.42 3.96
H 1.80 1.69 5.51
C 0.41 -0.85 4.60
H 0.29 -0.69 5.69
H 1.49 -0.98 4.42
H -0.12 -1.76 4.32
C -2.57 -0.50 3.54
H -3.04 -0.19 4.50
H -2.25 -1.54 3.64
H -3.36 -0.43 2.77
C -2.83 2.41 2.43
H -3.33 2.65 3.38
H -3.48 1.76 1.84
H -2.66 3.35 1.90
C 0.42 1.11 -0.16
C -0.31 2.28 -0.24
C -1.57 2.45 -0.96
C -2.61 1.24 -1.09
C -2.66 0.12 -0.14
C -1.74 -0.96 -0.15
C -0.62 -1.00 -1.18
C 0.42 0.10 -1.29
H -1.41 2.77 -2.01
H -2.51 0.91 -2.15
H -2.10 3.30 -0.48
H 0.35 0.59 -2.28
H 1.44 1.25 0.26
H -0.06 3.09 0.46
H 1.43 -0.35 -1.37
H -0.08 -1.95 -1.04
H -2.09 -1.96 0.18
H -1.13 -0.96 -2.18
H -3.60 1.75 -1.05
H -3.54 0.03 0.49
P -0.64 -2.24 -3.61
P -1.23 -4.56 -1.94
C -0.96 -3.75 -4.63
C -0.72 -4.96 -3.74
H -0.22 -3.69 -5.43
H -1.99 -3.71 -5.04
H -1.36 -5.79 -4.07
H 0.34 -5.26 -3.74
C -0.88 -6.38 -1.57
H -1.27 -6.61 -0.56
H 0.22 -6.52 -1.62
H -1.38 -6.98 -2.35
C -3.02 -4.91 -2.35
H -3.05 -5.70 -3.11
H -3.54 -4.01 -2.71
H -3.51 -5.28 -1.43
C 1.11 -2.09 -3.87
H 1.51 -1.17 -3.48
H 1.25 -2.12 -4.93
H 1.65 -2.92 -3.41
C -1.38 -1.05 -4.78
H -2.43 -1.32 -4.96
H -0.80 -1.19 -5.70
H -1.30 -0.02 -4.42
O 2.74 3.18 1.50
N 3.95 3.43 1.09
C 4.87 2.40 1.01
C 6.15 2.64 0.59
C 6.56 3.95 0.27
C 5.63 5.00 0.40
C 4.33 4.72 0.79
H 4.50 1.42 1.32
H 6.83 1.81 0.53
H 7.57 4.15 -0.03
H 5.90 6.02 0.22
H 3.57 5.48 0.93
```

## Properties
Spin multiplicity: 7
⟨S²⟩: 12.088
Charge: +1
HOMO-LUMO gap (spin up / spin down): 4.7 / 5.2 eV

(2)
2 unconnected molecules or ions with the total composition CH5PS2 in a non-equilibrium geometry. Source: the OMol25 dataset; level of theory: ωB97M-V/def2-TZVPD.

```
9
CH5PS2 (ωB97M-V/def2-TZVPD)
C -1.15 1.78 -2.14
S -0.57 1.57 -3.64
H -0.57 2.24 -1.28
H -2.16 1.47 -1.82
P 0.45 -0.76 1.69
S 1.89 -2.11 2.34
H 1.24 -0.21 0.48
H -0.34 -1.71 0.96
H 1.19 -2.28 3.41
```

## Properties
SMILES string: C=S.PS
Charge: 0
HOMO-LUMO gap: 8.5 eV

(3)
A molecular structure, C35H51GeIMgNO5 in a non-equilibrium geometry. Source: the OMol25 dataset; level of theory: ωB97M-V/def2-TZVPD.

```
95
C35H51GeIMgNO5 (ωB97M-V/def2-TZVPD)
Mg 17.05 -5.50 13.73
C 17.93 -10.33 16.98
C 17.23 -10.20 15.60
C 17.70 -11.11 14.51
C 15.73 -10.39 15.88
O 17.42 -8.78 15.03
Ge 18.59 -7.49 15.46
O 17.23 -5.99 15.66
C 16.60 -5.66 16.91
C 15.25 -6.40 17.00
C 17.48 -6.08 18.11
C 16.42 -4.14 16.88
O 18.76 -6.71 13.71
C 19.96 -6.89 12.93
C 21.10 -5.99 13.49
C 20.35 -8.36 12.94
C 19.73 -6.51 11.45
H 17.48 -11.18 17.51
H 17.80 -9.45 17.57
H 19.01 -10.52 16.95
H 17.30 -12.11 14.69
H 18.79 -11.25 14.68
H 17.47 -10.65 13.56
H 15.48 -11.42 16.22
H 15.09 -10.25 14.97
H 15.45 -9.79 16.73
H 15.42 -7.49 16.95
H 14.64 -6.13 16.12
H 14.69 -6.10 17.87
H 17.42 -7.20 18.19
H 17.21 -5.74 19.14
H 18.54 -5.81 17.94
H 15.79 -3.85 16.02
H 17.36 -3.63 16.74
H 15.93 -3.78 17.79
H 21.15 -6.17 14.58
H 20.93 -4.89 13.33
H 22.09 -6.22 13.06
H 20.78 -8.67 13.87
H 21.14 -8.60 12.17
H 19.49 -8.97 12.82
H 19.28 -5.49 11.45
H 19.07 -7.22 10.97
H 20.65 -6.40 10.91
I 14.03 -10.00 11.75
C 15.05 -8.28 11.17
C 14.67 -7.48 10.08
C 15.26 -6.23 9.96
C 16.10 -5.77 10.93
N 16.43 -6.52 11.96
C 16.02 -7.78 12.03
H 13.94 -7.95 9.44
H 14.99 -5.58 9.15
H 16.50 -4.79 10.97
H 16.41 -8.42 12.83
C 18.31 -2.02 11.53
C 18.52 -2.83 12.77
O 18.04 -4.01 12.84
C 19.24 -2.20 13.93
C 19.41 -0.77 13.96
C 20.33 -0.24 14.89
C 20.84 -1.04 15.90
C 20.59 -2.41 15.92
C 19.76 -2.97 14.94
H 17.78 -2.63 10.78
H 19.35 -1.78 11.11
H 17.72 -1.11 11.70
H 18.83 -0.11 13.28
H 20.56 0.82 14.87
H 21.34 -0.56 16.73
H 21.09 -3.03 16.64
H 19.52 -4.04 14.98
C 9.03 -2.31 14.55
C 10.37 -2.95 14.25
C 11.57 -2.28 14.23
C 12.73 -2.93 13.96
C 14.01 -2.10 13.96
C 12.78 -4.36 13.65
C 13.98 -5.10 13.54
O 15.18 -4.65 13.76
C 11.52 -4.96 13.46
C 11.39 -6.33 12.82
C 10.37 -4.23 13.73
H 8.43 -2.22 13.61
H 9.21 -1.31 15.01
H 8.44 -2.96 15.26
H 11.61 -1.24 14.56
H 13.66 -1.06 14.21
H 14.52 -2.03 13.01
H 14.70 -2.46 14.76
H 13.80 -6.14 13.28
H 11.83 -7.12 13.42
H 11.97 -6.38 11.87
H 10.33 -6.50 12.54
H 9.39 -4.71 13.54
```

## Properties
Spin multiplicity: 2
⟨S²⟩: 0.757
Charge: +2
HOMO-LUMO gap (spin up / spin down): 8.2 / 5.3 eV

(4)
A gas-phase ion, C5H8IN2 (charge +1) in a non-equilibrium geometry. Source: the OMol25 dataset; level of theory: ωB97M-V/def2-TZVPD.

```
16
C5H8IN2 (ωB97M-V/def2-TZVPD)
C -1.44 -0.43 0.68
N 0.02 0.19 0.79
C 0.60 0.83 -0.41
C 0.94 -0.22 -1.48
N 1.68 -1.11 -1.00
C 1.97 -1.55 0.13
C 0.97 -0.64 1.43
I 0.39 -1.43 3.25
H -1.24 -1.05 -0.24
H -1.75 -1.07 1.54
H -2.13 0.31 0.61
H 0.00 1.05 1.37
H 1.49 1.31 -0.04
H -0.02 1.55 -0.85
H 0.72 -0.23 -2.62
H 2.91 -1.91 0.52
```

## Properties
SMILES string: C[N@@H+]1CC=NC=C1I
Charge: +1
HOMO-LUMO gap (spin up / spin down): 7.3 / 7.4 eV

(5)
3 unconnected molecules or ions with the total composition CH5O4 in a non-equilibrium geometry. Source: the OMol25 dataset; level of theory: ωB97M-V/def2-TZVPD.

```
10
CH5O4 (ωB97M-V/def2-TZVPD)
O 0.45 0.34 -1.61
C 0.92 -0.24 -0.63
O 0.58 -0.49 0.51
H 2.03 -0.32 -0.88
H -1.03 0.44 -1.37
H -2.19 -0.54 -0.64
O -2.08 0.02 -1.41
H 0.22 0.93 2.09
H 0.84 -0.37 2.16
O 0.38 0.30 2.81
```

## Properties
Charge: -1
HOMO-LUMO gap: 9.1 eV

(6)
A single C6H8BrNS molecule in a non-equilibrium geometry. Source: the OMol25 dataset; level of theory: ωB97M-V/def2-TZVPD.

```
17
C6H8BrNS (ωB97M-V/def2-TZVPD)
C -1.87 1.37 0.50
C -0.53 1.81 -0.06
C 0.68 0.85 0.58
Br 2.39 1.75 0.13
C 0.72 -0.52 0.07
N 0.49 -0.90 -1.14
C 0.70 -2.22 -1.31
C 1.12 -2.89 -0.20
S 1.25 -1.82 1.13
H -2.05 0.31 0.32
H -1.93 1.55 1.58
H -2.67 1.93 0.02
H -0.30 2.83 0.20
H -0.50 1.66 -1.13
H 0.62 0.87 1.66
H 0.54 -2.65 -2.28
H 1.35 -3.93 -0.08
```

## Properties
SMILES string: CC[C@H](Br)c1nccs1
Charge: 0
HOMO-LUMO gap: 9.6 eV